1.
Formula: C59H44N8O2Zr
Source: OMol25
Level of theory: the ωB97M-V functional and the def2-TZVPD basis

Geometry (Å):
Zr -0.20904 0.05961 0.09312
C -0.09370 -6.48188 -4.28728
C 0.41611 -6.63348 -3.00629
C 0.53007 -5.56691 -2.13478
C 0.18869 -4.25962 -2.54524
C -0.32611 -4.07419 -3.80337
C -0.47226 -5.19643 -4.65695
C 0.20775 -3.15335 -1.53532
C -0.89008 -3.03431 -0.73654
C -2.10405 -3.79351 -0.90459
C -3.02776 -3.32884 -0.01378
C -2.36746 -2.24488 0.64659
N -1.08366 -2.06297 0.20416
C -3.00305 -1.46471 1.63427
C -2.46079 -0.34997 2.33198
C -3.11013 0.36593 3.38146
C -2.26706 1.33686 3.78779
C -1.03618 1.20636 3.02252
C 0.13600 1.93163 3.25390
C 0.27795 2.78819 4.47728
C 1.20689 2.41649 5.44348
C 1.48714 3.31720 6.43407
C 0.81420 4.54153 6.52961
C -0.17892 4.87650 5.66798
C -0.39663 3.97495 4.60191
C 1.30497 1.69829 2.47509
N 1.45913 0.79884 1.49806
C 2.77445 0.89298 1.07354
C 3.40621 0.05598 0.12757
C 4.86501 0.26459 -0.13437
C 5.81181 -0.53462 0.43173
C 7.15450 -0.38047 0.14283
C 7.60298 0.58126 -0.71484
C 6.64826 1.41525 -1.32926
C 5.31717 1.28479 -1.00316
C 2.81017 -0.93646 -0.63820
C 3.45732 -1.74788 -1.62759
C 2.55259 -2.54868 -2.13814
C 1.35046 -2.37106 -1.35356
N 1.51130 -1.34714 -0.45600
C 3.49660 1.83811 1.86349
C 2.59965 2.34086 2.74925
N -1.21986 0.20130 2.08025
C -4.27923 -2.08125 2.19514
C -4.29114 -3.28113 2.88187
C -5.47095 -3.74759 3.45692
C -6.69204 -3.07161 3.32163
C -6.66578 -1.87334 2.54803
C -5.47833 -1.40513 2.04531
H -0.27493 -7.30469 -4.94463
H 0.82501 -7.59711 -2.66177
H 0.80880 -5.77450 -1.10454
H -0.49111 -3.04953 -4.16792
H -0.81983 -4.98332 -5.64418
H -2.19885 -4.60019 -1.62615
H -4.03733 -3.61360 0.16759
H -4.10344 0.16391 3.80091
H -2.41785 1.95643 4.63728
H 1.72730 1.45553 5.39395
H 2.31606 3.10328 7.15041
H 1.19106 5.16989 7.29169
H -0.71571 5.82321 5.68195
H -1.10900 4.24468 3.81587
H 5.49267 -1.31268 1.13200
H 7.78896 -1.20579 0.56548
H 8.66128 0.68983 -1.03551
H 6.99540 2.17238 -2.01764
H 4.57456 1.87999 -1.50368
H 4.50757 -1.60835 -1.85717
H 2.68756 -3.37269 -2.86283
H 4.54142 2.02533 1.75521
H 2.78989 3.01518 3.57349
H -3.37043 -3.86146 2.97876
H -5.40456 -4.69058 4.02462
H -7.56036 -3.40846 3.85686
H -7.61655 -1.36097 2.35715
H -5.48396 -0.52274 1.41697
C -4.46017 0.51283 -1.04249
C -3.15982 0.95012 -0.50153
O -2.14722 0.24133 -0.83671
C -3.05974 2.07355 0.25014
C -1.85079 2.86215 0.35856
C -1.98368 4.32568 0.69894
N -0.72595 2.27322 0.05541
N 0.31537 3.13709 -0.37923
C 1.07839 2.42569 -1.10955
O 0.88407 1.12700 -1.29929
C 2.26549 3.03677 -1.82209
C 2.50054 2.52773 -3.11261
C 3.52249 3.07347 -3.87469
C 4.27392 4.10522 -3.35588
C 4.04722 4.59755 -2.06413
C 3.05110 4.03410 -1.26986
H -5.23433 0.65886 -0.31703
H -4.39640 -0.56296 -1.30011
H -4.75571 1.08812 -1.92269
H -3.95007 2.57443 0.58690
H -2.63259 4.38928 1.56795
H -2.40965 4.86215 -0.14774
H -1.02435 4.76407 1.06686
H 1.82409 1.70978 -3.41510
H 3.74763 2.75224 -4.90776
H 5.06687 4.64398 -3.91696
H 4.63092 5.40857 -1.68845
H 2.66593 4.45743 -0.33247
N -2.06284 -0.55026 -3.99704
C -2.79368 -1.69701 -4.10202
C -2.49645 -2.27357 -5.31444
C -1.60116 -1.32426 -5.91639
N -1.32363 -0.34552 -5.09948
H -1.94223 0.08401 -3.24938
H -3.36226 -2.04655 -3.23718
H -2.92324 -3.20545 -5.74152
H -1.14486 -1.33988 -6.86672

Forces on the atoms, in the same order (eV/Å):
0.0 -0.2 0.1
-0.4 1.3 0.5
0.8 -0.9 0.5
-0.3 0.5 -0.1
0.0 -0.7 1.1
0.7 -0.4 -1.1
0.3 0.9 0.4
1.1 -0.3 -0.3
-1.4 0.4 0.0
-0.4 -0.6 0.0
1.4 0.1 -0.7
0.0 1.1 1.2
-0.6 0.2 0.1
0.1 -0.6 1.0
0.1 -0.8 -1.3
-0.8 0.0 0.4
0.8 -0.7 -0.1
-0.7 0.1 0.1
0.2 -0.9 -0.5
0.0 -0.5 -0.9
0.2 -0.3 0.1
1.0 0.0 1.0
1.0 -0.8 0.6
-0.4 -0.5 -1.5
-1.0 1.1 -0.1
0.7 1.0 1.8
0.0 -0.2 -1.5
0.2 -1.2 -0.3
0.0 0.7 -0.1
-0.1 1.4 -0.6
-0.3 -0.7 0.9
1.0 -2.1 0.9
0.5 0.8 -1.3
0.7 -0.2 0.8
-0.6 -0.6 -0.2
-0.5 -0.1 1.1
2.0 2.1 0.7
-1.4 -2.7 -0.7
-0.1 0.1 -0.6
0.0 -0.3 -0.8
-0.9 0.0 0.2
-0.5 -0.1 0.1
-0.2 0.3 0.4
0.5 0.9 -0.3
0.2 -0.2 0.1
-0.4 -0.6 0.3
1.7 1.1 -0.7
-1.2 -1.3 1.1
-0.2 0.4 -0.8
0.2 -0.4 -0.3
-0.6 0.3 -0.2
0.2 0.3 -0.2
-0.2 -0.7 0.2
-0.3 -0.1 -0.5
-0.1 0.2 0.2
-0.4 -0.3 0.0
0.6 0.0 -0.3
0.0 0.6 0.3
-0.2 0.4 -0.1
-0.9 0.2 -0.6
-0.1 0.9 0.7
0.2 -0.2 0.2
0.2 -0.1 0.2
0.2 0.1 -0.3
-0.2 1.3 -0.4
-0.8 -0.3 0.5
-0.2 0.1 -0.1
-0.1 0.3 0.0
-0.2 -0.2 -0.2
-0.1 0.8 0.4
0.4 0.2 0.1
-0.1 0.1 -0.3
-0.3 0.2 0.1
-0.2 0.6 -0.3
-0.3 -0.1 -0.2
0.5 0.0 0.1
0.0 0.1 0.2
-0.4 -1.0 -0.6
0.2 0.3 0.1
1.2 -0.6 -0.4
0.5 1.6 0.9
-0.3 -1.0 -0.1
1.0 -0.2 0.6
0.1 1.2 0.3
-0.8 -0.1 0.7
1.3 -0.4 -0.6
0.3 0.4 -0.4
-0.8 -1.1 -0.5
-0.3 -0.2 0.7
0.0 -0.4 -1.0
1.0 1.4 0.7
-0.4 -0.8 -0.1
-1.0 0.6 -0.2
-0.5 0.1 0.4
-0.2 0.6 0.1
0.2 -0.1 -0.1
-0.4 0.0 -0.1
-0.5 0.0 -0.1
0.1 0.2 0.2
-0.6 -0.4 -0.9
0.7 0.5 -0.2
-0.4 0.0 0.7
-0.6 -0.8 0.1
0.3 0.4 0.1
0.8 -0.2 -0.2
0.1 -1.3 -1.5
0.1 0.0 1.0
-0.5 0.3 -0.7
-0.8 -1.2 0.9
0.1 0.9 0.3
-0.1 0.4 1.0
0.1 0.1 -0.5
0.5 1.0 0.5
0.4 -0.1 -0.8

The value obtained for the HOMO energy (spin up / spin down) is -7.0398 / -7.0395 eV. As for the electronic energy: -2910.463889 hartree.

=====

2.
Formula: C59H46BHfN3O3P2SSe
Source: OMol25
Level of theory: the ωB97M-V functional and the def2-TZVPD basis

Geometry (Å):
Hf 0.03194 -0.39168 0.56790
O 2.36677 2.33924 1.36732
C 2.77234 3.12796 0.30936
C 3.97938 3.81509 0.26795
C 4.22636 4.70915 -0.76076
C 3.29169 4.90062 -1.76321
C 2.16170 4.10680 -1.80783
C 1.90200 3.19559 -0.79013
P 0.59954 1.92959 -0.84638
C -0.87618 2.66477 -1.59818
C -1.12636 4.02698 -1.73149
C -2.35324 4.45031 -2.21621
C -3.33556 3.53481 -2.55813
C -3.11615 2.17943 -2.36365
C -1.90313 1.75691 -1.86383
C 1.34363 0.82082 -2.22834
C 1.85539 1.57393 -3.40720
C 2.95085 1.17640 -4.05915
C 3.72646 0.04276 -3.61467
C 3.46385 -0.55699 -2.45254
C 2.36699 -0.11028 -1.53564
C 2.47824 2.78367 2.68466
C 3.22825 3.83432 3.19048
C 3.26010 4.03816 4.56315
C 2.57321 3.21183 5.43333
C 1.75966 2.21619 4.92662
C 1.68520 2.03311 3.55558
P 0.57964 0.85603 2.73174
C -0.57027 2.33095 1.90292
C -0.44913 3.71527 1.94526
C -1.49385 4.54436 1.56247
C -2.70279 4.00771 1.15825
C -2.84857 2.62966 1.08876
C -1.77959 1.81685 1.42465
C 1.63580 -0.63055 3.42354
C 1.63525 -1.21747 4.68267
C 2.51662 -2.24131 4.98804
C 3.42466 -2.68862 4.04014
C 3.46838 -2.08665 2.79165
C 2.58070 -1.06582 2.49405
H 4.73380 3.63790 1.01884
H 5.15128 5.26321 -0.77003
H 3.46058 5.63866 -2.52931
H 1.47367 4.20719 -2.62842
H -0.38734 4.75845 -1.44032
H -2.55846 5.50611 -2.31553
H -4.28268 3.87803 -2.94470
H -3.89189 1.45666 -2.57607
H -1.73824 0.70250 -1.67650
H 1.23934 2.38352 -3.76701
H 3.28202 1.69747 -4.94273
H 4.52585 -0.30237 -4.24905
H 4.05662 -1.39115 -2.11110
H 2.84581 0.47580 -0.72274
H 3.76904 4.51453 2.55437
H 3.83939 4.85715 4.95500
H 2.64551 3.36080 6.49690
H 1.17704 1.59227 5.58502
H 0.46209 4.16593 2.30947
H -1.36204 5.61390 1.61335
H -3.53524 4.64941 0.91392
H -3.79568 2.19322 0.80570
H -1.91299 0.71098 1.40895
H 0.94073 -0.87712 5.43677
H 2.50030 -2.68687 5.97306
H 4.10670 -3.48935 4.28794
H 4.20018 -2.39622 2.05841
H 2.66016 -0.53160 1.54229
S -2.81778 -0.40226 5.14792
C -2.43965 1.25017 5.35261
C -1.38202 1.63975 4.59413
C -0.83222 0.58328 3.83011
C -1.51843 -0.60526 3.99843
C -1.29864 -1.89287 3.38728
C -1.90341 -3.03376 3.93767
C -1.68638 -4.27408 3.38532
C -0.81711 -4.37235 2.29838
C -0.25758 -3.21585 1.80264
N -0.50580 -1.99039 2.29845
H -3.02120 1.84555 6.03164
H -1.01814 2.65298 4.56390
H -2.53727 -2.92275 4.79984
H -2.15915 -5.15369 3.79530
H -0.58336 -5.32516 1.85000
H 0.44339 -3.25026 0.96228
C -5.35808 -2.78770 -1.41643
N -4.07470 -3.33302 -1.75611
C -2.88119 -2.88637 -1.34079
Se -2.58451 -1.46467 -0.19339
N -1.91008 -3.65038 -1.87808
C -2.48657 -4.61759 -2.67620
C -1.94225 -5.63707 -3.44005
C -2.82891 -6.44688 -4.12443
C -4.20698 -6.23944 -4.05548
C -4.75513 -5.22502 -3.29410
C -3.87278 -4.41281 -2.59574
H -5.21441 -1.93241 -0.75805
H -5.96020 -3.53789 -0.90456
H -5.87676 -2.46648 -2.31934
H -0.91814 -3.51772 -1.73614
H -0.87644 -5.78710 -3.49274
H -2.44727 -7.25734 -4.72492
H -4.86175 -6.89178 -4.60981
H -5.81855 -5.07079 -3.25139
O 0.22682 -0.03740 -2.64412
B 1.42786 -1.32081 -0.88830
O 0.96852 -2.33873 -1.67423
C 1.04015 -2.23624 -3.06177
C 1.40953 -3.27776 -3.88944
C 1.47350 -3.04774 -5.25598
C 1.15651 -1.80374 -5.77068
C 0.71781 -0.77760 -4.94194
C 0.64320 -0.99579 -3.57575
H 1.69461 -4.22819 -3.46636
H 1.79699 -3.84206 -5.91153
H 1.27034 -1.62285 -6.82837
H 0.46825 0.18936 -5.34931

Forces on the atoms, in the same order (eV/Å):
-1.7 -0.1 1.7
0.7 0.5 -0.1
-0.1 0.3 -0.3
0.1 -0.2 0.1
-0.1 -0.1 0.0
0.0 0.0 -0.1
0.0 0.0 0.0
0.0 -0.4 1.2
0.2 -0.2 -1.6
-0.1 -0.2 0.4
0.2 -0.1 0.0
-0.1 0.1 -0.1
0.0 0.0 0.1
-0.1 0.0 0.0
0.2 -0.1 -0.1
0.0 0.2 0.1
0.1 -0.2 0.0
-0.3 0.4 0.2
0.2 -0.3 0.3
0.1 -0.1 -0.1
-0.1 0.0 0.1
-0.3 -0.2 0.7
0.1 0.1 -0.4
-0.1 -0.1 0.0
-0.1 0.1 0.0
0.0 0.0 -0.3
0.3 0.2 -1.0
0.0 -0.3 1.3
-0.2 -0.5 0.1
0.2 0.0 -0.2
0.1 0.0 0.1
-0.2 -0.2 0.0
-0.2 -0.1 -0.1
0.3 -0.1 0.1
0.2 0.5 -0.4
-0.1 -0.1 -0.1
-0.1 0.0 0.1
0.1 -0.1 -0.2
0.2 -0.3 -0.1
-0.3 0.2 0.2
0.0 0.0 0.1
0.1 0.1 0.0
0.0 0.1 -0.1
-0.1 0.0 -0.1
0.1 0.0 0.0
0.1 0.1 0.0
-0.1 0.1 0.0
0.0 0.0 0.0
-0.1 0.1 -0.2
0.0 0.1 -0.1
0.0 0.1 -0.2
0.2 -0.1 0.0
0.2 -0.1 0.0
-0.1 -0.3 0.0
0.0 0.0 0.0
0.1 0.1 0.0
0.0 0.0 0.2
-0.1 -0.1 0.1
0.1 0.1 0.1
0.0 0.2 0.0
-0.1 0.1 0.0
-0.1 0.0 -0.1
-0.5 0.5 0.3
-0.1 0.0 0.1
0.0 0.0 0.1
0.1 0.0 0.0
0.1 -0.1 0.0
0.1 0.0 -0.1
0.4 0.2 -0.4
0.0 -0.3 0.0
-0.3 0.0 0.3
-0.3 -0.7 0.0
-0.3 0.9 0.5
0.0 -0.5 -0.1
0.2 0.1 -0.2
0.2 0.2 -0.2
0.0 0.1 0.0
0.2 -0.1 -0.1
-0.4 0.1 -0.4
-0.1 0.1 0.1
0.1 0.1 0.0
-0.1 0.0 0.2
0.0 0.0 0.0
0.0 0.0 0.0
-0.2 0.0 0.1
-0.6 0.3 0.2
0.7 0.2 0.1
1.0 -0.1 0.0
-0.2 0.8 0.5
-0.4 0.1 0.1
-0.7 -0.3 -0.2
0.0 0.1 0.0
0.1 0.1 0.0
-0.1 0.0 0.0
0.1 0.1 0.1
0.7 -0.7 -0.5
-0.1 -0.1 -0.1
0.0 0.0 0.0
0.0 0.0 0.0
0.0 0.2 0.1
0.1 0.0 0.0
0.0 -0.1 -0.1
-0.1 -0.1 -0.1
-0.2 0.0 0.0
0.1 0.0 -0.6
1.2 0.6 -1.5
0.2 -1.0 -0.1
-0.2 0.6 -0.1
0.0 0.1 0.3
0.1 0.0 0.1
0.0 0.1 0.0
-0.2 0.0 0.2
-0.1 -0.4 0.1
0.0 -0.1 0.1
0.0 0.0 -0.1
-0.1 0.0 -0.1
-0.1 0.0 0.0

The value obtained for the HOMO energy is -11.9593 eV. Its total charge is +2. As for the electronic energy: -6220.557189 hartree.

=====

3.
Formula: C59H47CdF3IN2O3P2S3
Source: OMol25
Level of theory: the ωB97M-V functional and the def2-TZVPD basis

Geometry (Å):
Cd -0.36143 -0.24590 0.15627
O -4.55322 1.50825 0.15849
S -3.27193 2.02034 -0.29360
O -3.10372 3.45247 -0.20500
O -2.16406 1.26646 0.30806
C -3.30311 1.76351 -2.10269
C -4.58971 1.99596 -2.61052
C -4.83107 2.05099 -3.96874
C -3.77813 1.89873 -4.85746
C -2.50780 1.65724 -4.36802
C -2.23652 1.56076 -2.99985
P -0.49614 1.13861 -2.50066
C -0.23294 -0.51076 -3.29132
C -1.15041 -1.20938 -4.06321
C -0.79999 -2.42534 -4.64210
C 0.47076 -2.95237 -4.45892
C 1.39341 -2.26664 -3.67502
C 1.03593 -1.06083 -3.09095
C 0.49304 2.13389 -3.71976
C 0.97487 1.68760 -4.95063
C 1.69722 2.53900 -5.77927
C 1.95807 3.84841 -5.39314
C 1.49705 4.29969 -4.16458
C 0.77952 3.44486 -3.33898
H -5.39547 2.13579 -1.90258
H -5.83719 2.22323 -4.33401
H -3.93992 1.96825 -5.92722
H -1.69560 1.52856 -5.07292
H -2.15262 -0.82291 -4.20004
H -1.53136 -2.96945 -5.22972
H 0.73328 -3.90530 -4.90362
H 2.38388 -2.67392 -3.50060
H 1.75197 -0.53830 -2.46109
H 0.79510 0.67113 -5.27386
H 2.05749 2.17160 -6.73277
H 2.51995 4.50826 -6.04350
H 1.70116 5.31456 -3.84242
H 0.43952 3.80440 -2.37002
F 2.77865 2.78485 3.81088
C 1.73663 3.62818 3.85819
F 2.22182 4.78322 4.38486
F 0.87330 3.14294 4.77098
C 1.09829 3.87722 2.52154
C 0.80937 5.18458 2.18225
C 0.21562 5.46813 0.96331
C -0.00625 4.40213 0.10909
N 0.27791 3.13567 0.40670
C 0.74634 2.82445 1.63192
S 0.86368 1.14254 2.09137
H 1.04701 5.97891 2.87698
H -0.05373 6.47655 0.67948
H -0.46427 4.56769 -0.86249
I 1.47726 -3.10331 0.08040
C -0.02920 -3.93045 -1.08581
C 0.26538 -5.18454 -1.54293
C -0.68455 -5.90543 -2.29403
C -1.90622 -5.34916 -2.51838
C -2.22301 -4.05004 -2.04574
C -3.52312 -3.53987 -2.29465
C -3.85975 -2.31390 -1.82327
C -2.89442 -1.53210 -1.14268
C -1.59293 -1.91130 -0.90712
C -1.26947 -3.25800 -1.32688
H 1.22568 -5.62907 -1.32053
H -0.44213 -6.89531 -2.66404
H -2.67027 -5.89463 -3.06284
H -4.22747 -4.15233 -2.84917
H -4.85448 -1.90861 -1.97715
H -3.24174 -0.57224 -0.78806
N -0.97204 -1.52242 2.08553
S -2.55721 -1.37850 2.13589
C -2.95568 -0.69885 3.73666
C -2.65572 -1.37166 4.91490
C -2.82202 -0.71639 6.12293
C -3.27720 0.59995 6.14631
C -3.58137 1.25764 4.96457
C -3.42274 0.60812 3.74541
C -3.24500 -3.03026 2.35211
C -2.39435 -4.11677 2.29715
C -2.93167 -5.40053 2.33839
C -4.30619 -5.57950 2.40962
C -5.15461 -4.47556 2.43548
C -4.62567 -3.19600 2.39859
H -0.56018 -1.66877 3.00271
H -2.29631 -2.39417 4.88509
H -2.58996 -1.22843 7.04823
H -3.38324 1.11458 7.09327
H -3.92924 2.28287 4.98396
H -3.63990 1.10803 2.80582
H -1.32811 -3.94679 2.19241
H -2.27255 -6.25904 2.29719
H -4.72186 -6.58003 2.42745
H -6.22846 -4.61586 2.47075
H -5.27669 -2.32679 2.40047
C 4.12778 -0.05546 1.57920
P 3.34905 0.14795 -0.08262
C 4.50611 -0.89795 -1.08654
C 4.73225 -0.58101 -2.42964
C 5.50923 -1.39804 -3.24012
C 6.06274 -2.56671 -2.72902
C 5.82963 -2.90750 -1.40416
C 5.06078 -2.07886 -0.59285
C 3.98419 1.81017 -0.54143
C 3.06083 2.75206 -0.98206
C 3.46028 4.05030 -1.29025
C 4.79358 4.40830 -1.17137
C 5.73100 3.46600 -0.74932
C 5.32732 2.17816 -0.43392
H 3.67391 -0.90168 2.10072
H 3.90323 0.83427 2.16180
H 5.20476 -0.20585 1.50257
H 4.29591 0.32226 -2.84536
H 5.68462 -1.11997 -4.27309
H 6.66946 -3.20604 -3.35963
H 6.24163 -3.82445 -0.99793
H 4.88817 -2.36685 0.43883
H 2.01610 2.46810 -1.06356
H 2.72374 4.77802 -1.61248
H 5.10871 5.41935 -1.40120
H 6.77574 3.74151 -0.66284
H 6.06387 1.44922 -0.11180

Forces on the atoms, in the same order (eV/Å):
0.0 0.0 0.3
-0.1 0.0 0.1
0.3 -0.2 0.0
0.0 0.1 0.1
0.0 0.0 -0.3
-0.1 0.1 -0.1
0.2 -0.1 0.1
0.0 0.0 0.0
0.0 0.0 -0.1
0.0 0.0 -0.1
0.0 0.1 0.3
0.0 -0.4 -0.4
0.0 0.1 -0.1
0.0 -0.1 -0.1
0.0 0.0 0.0
0.0 0.0 0.0
-0.1 0.0 0.0
0.0 0.0 0.0
-0.1 0.3 0.3
0.0 0.0 0.0
0.0 0.0 0.1
0.0 -0.1 0.0
-0.1 -0.1 0.0
-0.1 0.2 0.1
0.0 0.0 0.0
0.0 0.0 0.0
0.0 0.0 0.0
0.0 0.0 0.0
0.0 0.0 0.0
0.0 0.0 0.0
0.0 0.0 0.0
0.0 0.0 0.0
0.0 0.0 0.0
0.0 -0.1 0.0
0.0 0.0 0.0
0.0 0.0 0.0
0.0 0.0 0.0
0.1 -0.1 -0.2
0.1 0.0 0.0
-0.1 0.0 -0.1
0.0 0.0 0.1
0.0 -0.1 0.0
0.0 -0.2 0.0
0.0 0.1 -0.1
0.0 0.0 -0.1
0.0 -0.3 0.2
-0.2 0.1 0.2
0.0 0.0 -0.2
-0.2 0.2 -0.6
0.0 0.0 0.0
0.0 0.0 0.0
0.0 0.0 0.1
0.2 0.3 0.2
-0.2 0.1 0.0
-0.2 -0.1 -0.1
0.1 0.0 0.1
0.0 0.1 0.0
0.0 0.0 0.0
0.1 -0.1 0.0
0.1 0.2 0.1
-0.2 0.2 0.0
0.3 -0.2 0.0
0.1 0.0 0.0
0.0 0.0 0.0
0.0 0.0 0.0
0.0 0.0 0.0
0.0 0.0 0.0
0.0 0.0 0.0
0.0 0.1 0.0
-0.5 0.1 0.0
0.5 -0.4 0.4
-0.1 0.3 -0.1
-0.1 0.0 0.0
0.0 0.0 0.0
0.0 0.0 0.0
0.0 0.0 0.0
0.0 0.0 0.0
-0.2 0.0 -0.2
0.0 -0.1 0.0
0.0 0.0 0.0
0.1 0.0 0.0
0.0 0.0 0.0
0.0 0.1 0.1
0.0 0.0 0.1
0.0 0.0 0.0
0.0 0.0 0.0
0.0 0.0 0.0
0.0 0.0 0.0
0.0 0.0 0.0
0.0 0.0 0.0
0.0 0.0 0.0
0.0 0.0 0.0
0.0 0.0 0.0
0.0 0.0 0.0
-0.1 -0.1 -0.1
0.4 -0.1 -0.3
-0.1 0.1 -0.1
0.0 0.0 0.0
0.0 0.0 0.1
0.0 0.0 0.0
-0.1 0.1 0.0
0.0 0.0 0.0
0.0 0.0 0.0
0.0 0.0 0.0
0.1 0.0 0.1
0.0 -0.1 0.0
-0.1 0.0 0.0
0.0 0.1 0.0
0.0 0.0 0.0
0.0 0.0 0.0
0.0 0.0 0.0
0.0 0.0 0.0
0.0 0.0 0.0
0.0 0.0 0.0
0.0 0.0 0.0
0.0 0.0 0.0
0.1 0.0 0.1
0.1 0.0 0.0
0.0 0.0 0.0
0.0 0.0 0.0
0.0 0.0 0.0

The value obtained for the HOMO energy is -4.8211 eV. Its total charge is -1. As for the electronic energy: -5254.140744 hartree.

=====

> electronic energy of number 3 (C59H47CdF3IN2O3P2S3)?

-5254.140744 hartree